Record 1
C19H13BrKN3O3SSe3Te | the ωB97M-V functional and the def2-TZVPD basis

Each line ends with the Löwdin charge.
CARTESIAN COORDINATES (ANGSTROEM)
K 0.670 1.329 -0.584  0.65
Se 2.491 4.706 -0.071  -0.29
Se 3.679 4.160 -2.007  -0.31
Te 4.171 1.781 -1.455  0.28
Se 4.864 0.770 -3.525  -0.30
Br -1.910 -5.697 -1.791  0.62
C -1.873 -3.783 -1.714  -0.71
C -0.667 -3.122 -1.488  -0.13
C -0.665 -1.746 -1.437  -0.03
C -1.843 -0.975 -1.596  -0.30
C -3.044 -1.690 -1.824  -0.04
C -3.048 -3.077 -1.882  -0.17
N -1.705 0.377 -1.500  -0.02
C -2.759 1.197 -1.606  -0.15
C -2.622 2.594 -1.463  -0.30
C -3.759 3.447 -1.595  -0.07
C -3.620 4.799 -1.458  -0.13
C -2.349 5.338 -1.190  -0.11
C -1.288 4.452 -1.072  -0.18
N -1.388 3.130 -1.190  0.04
H 0.259 -3.665 -1.347  0.09
H 0.270 -1.228 -1.262  0.07
H -3.978 -1.162 -1.955  0.08
H -3.975 -3.611 -2.058  0.08
H -3.772 0.840 -1.799  0.08
H -4.725 3.001 -1.805  0.09
H -4.485 5.447 -1.557  0.08
H -2.186 6.402 -1.077  0.08
H -0.287 4.825 -0.867  0.02
O 2.741 -2.952 -0.174  -0.31
S 3.154 -1.779 0.559  0.59
O 4.499 -1.308 0.340  -0.34
N 2.099 -0.583 0.423  -0.17
C 1.415 -0.332 1.556  -0.56
O 0.502 0.480 1.683  -0.08
C 1.891 -1.203 2.704  -0.12
C 1.475 -1.193 4.022  -0.01
C 2.078 -2.083 4.904  -0.09
C 3.071 -2.959 4.470  -0.10
C 3.486 -2.966 3.143  -0.04
C 2.870 -2.075 2.286  -0.21
H 0.703 -0.504 4.338  0.12
H 1.779 -2.101 5.945  0.09
H 3.525 -3.640 5.180  0.09
H 4.257 -3.639 2.794  0.11

Properties
Energy relative to the best compared isomer or geometry (same formula, charge and spin), eV: 0.4495
Maximum force, eV Å⁻¹: 1.47
Net charge: -2
E_HOMO (alpha / beta), eV: -1.782 / -0.433
LUMO (alpha / beta), eV: 4.01 / 3.30


Record 2
C19H13BrN2O2S3SbV | the ωB97M-V functional and the def2-TZVPD basis

Each line ends with the Löwdin charge.
CARTESIAN COORDINATES (ANGSTROEM)
V -0.240 0.612 0.383  0.23
C 4.190 0.205 -3.287  -0.09
C 2.834 -0.086 -3.262  -0.07
C 2.117 0.033 -2.082  -0.05
C 2.766 0.436 -0.924  -0.26
C 4.127 0.726 -0.939  -0.02
C 4.832 0.612 -2.123  -0.09
N 1.985 0.525 0.272  -0.09
N 2.631 0.580 1.330  0.11
C 1.807 0.630 2.475  -0.28
C 2.464 0.620 3.701  -0.04
C 1.709 0.606 4.861  -0.10
C 0.323 0.604 4.768  -0.09
C -0.314 0.633 3.531  -0.12
C 0.411 0.654 2.341  -0.18
H 4.746 0.120 -4.211  0.10
H 2.326 -0.403 -4.164  0.11
H 1.059 -0.194 -2.062  0.02
H 4.610 1.045 -0.026  0.10
H 5.890 0.845 -2.141  0.10
H 3.546 0.611 3.721  0.10
H 2.193 0.594 5.830  0.09
H -0.274 0.590 5.671  0.10
H -1.394 0.655 3.490  0.05
S -3.199 3.363 -2.079  -0.40
Sb -2.016 3.401 -0.143  0.22
S -2.313 1.204 0.992  0.06
S 0.273 2.558 -0.655  0.04
Br -1.444 -0.307 -3.039  0.84
C -2.837 -0.969 -1.953  -0.61
C -4.132 -0.605 -2.289  -0.13
C -5.194 -1.100 -1.551  -0.08
C -4.965 -1.973 -0.495  -0.08
C -3.667 -2.328 -0.170  -0.03
C -2.586 -1.809 -0.878  -0.20
C -1.214 -2.164 -0.379  -0.57
O -0.898 -3.304 -0.143  0.10
O -0.404 -1.138 -0.193  -0.22
H -4.289 0.085 -3.107  0.09
H -6.203 -0.798 -1.803  0.10
H -5.793 -2.366 0.080  0.10
H -3.462 -3.001 0.652  0.12

Properties
Energy relative to the best compared isomer or geometry (same formula, charge and spin), eV: 0.0000
Maximum force, eV Å⁻¹: 1.09
2S+1: 2
Net charge: -1
E_HOMO (alpha / beta), eV: -4.148 / -4.297
LUMO (alpha / beta), eV: 1.39 / 1.44


Record 3
C19H13N4O12Zn | the ωB97M-V functional and the def2-TZVPD basis

Each line ends with the Löwdin charge.
CARTESIAN COORDINATES (ANGSTROEM)
Zn -0.802 0.494 0.414  0.80
O -1.833 4.591 2.034  0.17
C -1.746 3.431 1.732  -0.44
O -0.538 2.597 1.926  0.06
C -0.477 3.483 -1.746  -0.50
C -1.080 4.244 -2.847  -0.04
C -1.872 3.591 -3.748  -0.14
C -2.123 2.208 -3.636  -0.13
C -1.644 1.584 -2.474  -0.22
N -0.936 2.172 -1.547  0.07
H -0.784 5.279 -2.925  0.09
H -2.324 4.177 -4.565  0.09
H -2.693 1.637 -4.371  0.07
H -1.844 0.493 -2.341  0.10
C 2.504 -0.968 -0.005  0.00
C 2.318 0.392 0.472  -0.33
N 1.224 1.015 0.903  0.14
C 1.594 2.301 1.295  -0.08
C 2.985 2.441 1.122  -0.03
N 3.408 1.220 0.568  0.18
C 3.933 3.587 1.231  -0.45
O 3.412 4.783 1.558  0.12
O 5.091 3.359 0.917  0.08
C 0.670 3.159 2.008  -0.40
O 0.972 4.165 2.613  0.15
O 0.318 3.978 -0.931  -0.04
H 2.652 -1.670 0.860  0.11
H 3.404 -1.015 -0.638  0.09
H 1.628 -1.245 -0.625  0.09
H 4.367 0.934 0.400  0.17
H 2.501 4.661 1.989  0.10
O -2.365 1.235 1.039  -0.26
O -2.612 2.679 1.071  0.01
O -0.890 -1.377 -0.359  -0.07
C -1.036 -1.981 0.765  -0.60
O -1.003 -1.409 1.868  0.01
C -1.160 -3.489 0.775  -0.10
C -1.153 -4.124 2.047  0.01
C -1.072 -5.512 2.150  -0.07
C -1.088 -6.304 1.025  0.00
C -1.094 -5.657 -0.252  -0.15
C -1.216 -4.243 -0.407  0.10
N -1.002 -6.493 -1.381  -0.30
O -0.938 -7.759 -1.186  0.02
O -1.039 -5.942 -2.533  0.04
H -1.167 -3.486 2.914  0.11
H -1.030 -5.990 3.149  0.12
H -1.115 -7.418 1.084  0.13
H -1.302 -3.805 -1.410  0.13

Properties
Energy relative to the best compared isomer or geometry (same formula, charge and spin), eV: 0.3276
Maximum force, eV Å⁻¹: 4.15
Net charge: -1
E_HOMO (alpha / beta), eV: -4.222 / -4.222
LUMO (alpha / beta), eV: 0.50 / 0.50


Record 4
C19H13N4O6Ru | the ωB97M-V functional and the def2-TZVPD basis

Each line ends with the Löwdin charge.
CARTESIAN COORDINATES (ANGSTROEM)
Ru -0.282 0.132 0.047  1.71
O -2.573 2.871 2.074  0.13
C -1.946 1.889 1.761  -0.43
N -1.248 1.759 0.569  -0.11
C -1.283 2.962 -0.258  -0.12
C -0.343 2.839 -1.416  -0.24
C -0.107 3.887 -2.293  0.01
C 0.766 3.692 -3.344  -0.02
C 1.386 2.455 -3.500  -0.03
C 1.104 1.465 -2.589  -0.10
N 0.258 1.659 -1.567  0.01
C -1.845 0.688 2.653  -0.18
C -2.443 0.637 3.895  0.04
C -2.275 -0.514 4.650  -0.01
C -1.524 -1.564 4.137  -0.02
C -0.966 -1.430 2.879  -0.09
N -1.128 -0.320 2.160  0.02
H -1.023 3.834 0.347  0.14
H -2.300 3.133 -0.624  0.15
H -0.605 4.836 -2.142  0.13
H 0.968 4.494 -4.041  0.12
H 2.073 2.264 -4.311  0.12
H 1.557 0.484 -2.663  0.11
H -3.019 1.485 4.238  0.13
H -2.724 -0.594 5.631  0.12
H -1.369 -2.473 4.701  0.12
H -0.373 -2.222 2.437  0.12
O 2.974 -4.681 -1.601  0.14
C 2.208 -3.647 -1.270  -0.25
C 0.870 -3.525 -1.679  0.11
C 0.181 -2.410 -1.280  -0.15
N 0.769 -1.484 -0.523  -0.03
C 2.039 -1.581 -0.109  -0.15
C 2.803 -2.655 -0.470  0.12
C 2.479 -0.417 0.759  -0.54
O 3.602 -0.324 1.158  0.16
O 1.503 0.460 0.955  -0.16
C -1.277 -2.062 -1.571  -0.53
O -1.983 -2.791 -2.199  0.16
O -1.613 -0.895 -1.031  -0.16
H 2.502 -5.326 -2.144  0.14
H 0.375 -4.276 -2.282  0.15
H 3.831 -2.736 -0.144  0.15

Properties
Maximum force, eV Å⁻¹: 0.45
2S+1: 5
Net charge: +1
E_HOMO (alpha / beta), eV: -11.924 / -12.936
LUMO (alpha / beta), eV: -3.54 / -5.88


Record 5
C19H14BrF2N3O5 | the ωB97M-V functional and the def2-TZVPD basis

Each line ends with the Löwdin charge.
CARTESIAN COORDINATES (ANGSTROEM)
O -1.446 2.245 -2.783  0.12
C -0.366 1.746 -3.044  -0.43
C -0.330 0.334 -3.603  -0.05
N -0.340 -0.663 -2.522  0.10
C 0.265 -1.882 -2.601  -0.47
O 0.750 -2.291 -3.626  0.09
C 0.446 -2.653 -1.353  -0.09
C 0.200 -2.065 -0.064  -0.02
C 0.403 -2.830 1.074  -0.06
C 0.840 -4.152 0.996  -0.02
C 1.072 -4.739 -0.229  -0.28
O 1.548 -6.019 -0.425  0.05
C 0.672 -6.973 0.209  -0.37
F 0.139 -7.854 -0.713  0.08
F 1.455 -7.597 1.114  0.09
C 0.928 -3.985 -1.399  0.08
O 0.860 2.257 -2.727  0.02
C 0.836 3.450 -1.934  -0.10
C 0.392 3.221 -0.498  -0.21
C 0.645 2.021 0.193  0.08
C 0.141 1.822 1.547  -0.41
O 0.333 0.725 2.091  0.03
N -0.434 2.930 2.167  0.10
C -0.885 2.798 3.495  -0.05
C -1.489 3.870 4.142  -0.64
Br -2.086 3.563 5.927  0.75
C -1.757 5.086 3.384  -0.08
C -1.348 5.193 2.093  0.01
C -0.669 4.103 1.415  -0.20
N -0.217 4.257 0.166  0.15
H -1.227 0.218 -4.246  0.14
H 0.572 0.177 -4.175  0.12
H -0.660 -0.385 -1.613  0.11
H -0.091 -1.042 0.122  0.08
H 0.166 -2.393 2.052  0.12
H 1.027 -4.696 1.930  0.13
H -0.151 -6.484 0.750  0.16
H 1.149 -4.485 -2.346  0.14
H 0.158 4.180 -2.343  0.12
H 1.799 3.926 -1.910  0.13
H 1.181 1.188 -0.245  0.12
H -0.639 1.897 4.059  0.12
H -2.313 5.867 3.888  0.11
H -1.531 6.115 1.587  0.11

Properties
Energy relative to the best compared isomer or geometry (same formula, charge and spin), eV: 0.0000
Maximum force, eV Å⁻¹: 3.50
SMILES string: O=C(CNC(=O)c1cccc(OC(F)F)c1)OCc1cc(=O)n2cc(Br)ccc2n1
E_HOMO, eV: -8.854
LUMO, eV: -0.79


Record 6
C19H14Cl2I2N2OPdS | the ωB97M-V functional and the def2-TZVPD basis

Each line ends with the Löwdin charge.
CARTESIAN COORDINATES (ANGSTROEM)
Pd -0.558 0.704 -0.478  0.17
I 5.257 -3.362 2.802  0.71
C 3.767 -2.716 1.485  -0.79
C 4.090 -2.415 0.167  -0.28
C 3.096 -2.001 -0.691  -0.66
I 3.592 -1.518 -2.658  0.80
C 1.716 -1.837 -0.317  -0.52
O 0.830 -1.458 -1.108  -0.14
C 1.455 -2.143 1.076  -0.18
C 0.053 -2.009 1.602  -0.18
N -0.409 -0.630 1.799  -0.08
C 0.510 0.263 2.494  -0.19
C 1.409 0.994 1.522  -0.29
C 2.785 0.812 1.508  -0.07
C 3.570 1.513 0.608  -0.11
C 2.928 2.404 -0.243  -0.11
C 1.556 2.548 -0.166  -0.18
N 0.772 1.846 0.680  -0.03
C 2.452 -2.582 1.921  -0.17
H 5.109 -2.501 -0.185  0.06
H 0.014 -2.578 2.549  0.10
H -0.644 -2.472 0.897  0.11
H -1.318 -0.648 2.241  0.09
H 1.121 -0.265 3.244  0.11
H -0.095 1.012 3.015  0.11
H 3.226 0.084 2.179  0.10
H 4.639 1.348 0.554  0.09
H 3.480 2.985 -0.972  0.08
H 1.027 3.247 -0.806  0.08
H 2.199 -2.812 2.951  0.09
Cl -2.603 -0.723 -1.347  0.66
C -3.861 0.362 -1.889  -0.66
C -5.077 -0.223 -2.183  -0.17
C -6.142 0.550 -2.630  -0.15
C -5.945 1.916 -2.772  -0.18
C -4.718 2.474 -2.469  -0.70
Cl -4.594 4.211 -2.687  0.56
C -3.588 1.754 -2.007  -0.80
S -2.086 2.492 -1.640  0.48
H -5.178 -1.293 -2.058  0.08
H -7.097 0.099 -2.866  0.08
H -6.739 2.565 -3.119  0.08

Properties
Energy relative to the best compared isomer or geometry (same formula, charge and spin), eV: 0.0000
Maximum force, eV Å⁻¹: 0.50
Net charge: -2
E_HOMO (alpha / beta), eV: 0.595 / 0.549
LUMO (alpha / beta), eV: 3.68 / 3.68